Entry from the OMol25 dataset: C21H19IrN5O6 as an isolated structure (ωB97M-V with the def2-TZVPD basis set).

Last column: natural (NBO) charge in e.
Geometry (Å):
Ir -0.2295 0.9675 -0.5573  1.084
O -1.9233 -0.2001 -0.0572  -0.574
C -2.8272 -0.7489 -0.7083  0.471
C -2.9651 -0.7517 -2.1116  -0.337
C -4.0304 -1.4374 -2.7211  -0.075
C -4.1270 -1.4208 -4.0794  -0.034
C -3.1918 -0.7374 -4.8708  -0.090
C -2.1521 -0.0662 -4.2824  -0.304
C -2.0185 -0.0593 -2.8801  0.526
O -1.0211 0.6024 -2.3586  -0.713
N -5.2363 -2.1347 -4.7312  0.536
O -6.0190 -2.7141 -4.0115  -0.361
O -5.2812 -2.0923 -5.9397  -0.353
H -3.5847 -1.2781 -0.1211  0.185
H -4.7646 -1.9711 -2.1314  0.262
H -3.3074 -0.7515 -5.9455  0.267
H -1.4237 0.4682 -4.8759  0.235
N 0.9923 1.6820 -2.1913  -0.705
C 2.3007 2.3580 -2.1341  -0.222
C 2.2412 3.4637 -1.1013  -0.529
C 2.2102 2.7673 0.2290  0.789
O 3.0554 2.9039 1.0708  -0.559
O 1.2136 1.9045 0.4194  -0.715
H 1.0332 0.8550 -2.7754  0.426
H 0.3093 2.2998 -2.6228  0.414
H 2.5433 2.7436 -3.1256  0.221
H 3.0590 1.6216 -1.8668  0.224
H 1.3394 4.0663 -1.2359  0.226
H 3.1169 4.1042 -1.1466  0.263
C -1.2506 1.7193 3.4963  -0.218
C -1.1000 1.7912 2.1316  0.055
N -0.5078 0.7938 1.4598  -0.367
C -0.0378 -0.2794 2.0916  0.131
C -0.1509 -0.4234 3.4660  -0.074
C -0.7797 0.5983 4.1656  -0.111
C 0.2998 -1.6450 4.1623  -0.171
C 1.4447 -2.3122 4.0286  -0.184
C 2.6217 -1.9531 3.2128  0.173
C 3.6605 -2.8596 3.0552  -0.272
C 4.7374 -2.4516 2.2854  0.084
N 4.7999 -1.2443 1.7335  -0.433
C 3.7617 -0.4433 1.9601  0.260
N 2.6734 -0.7384 2.6599  -0.470
H -1.7318 2.5288 4.0247  0.246
H -1.4504 2.6318 1.5517  0.230
H 0.4241 -1.0403 1.4824  0.235
H -0.8867 0.5224 5.2403  0.238
H -0.4180 -2.0320 4.8781  0.226
H 1.5633 -3.2142 4.6178  0.225
H 3.6303 -3.8391 3.5112  0.230
H 5.5786 -3.1107 2.1050  0.208
H 3.8067 0.5566 1.5437  0.204

## Properties
* net charge: +1
* max |F|: 0.677 eV Å⁻¹
* 2S+1: 1
* energy relative to the best compared isomer or geometry (same formula, charge and spin): 47.0 kcal per mole
* frontier orbital gap: 7.489 eV

Entry from the OMol25 dataset: a 2-piece molecular cluster, C8H8N2OS overall in a non-equilibrium geometry (ωB97M-V with the def2-TZVPD basis set).

Last column: natural (NBO) charge in e.
Geometry (Å):
C -0.4436 2.5387 0.3739  -0.213
C -1.2820 1.4314 0.3613  -0.186
C 0.8500 2.3278 -0.0267  -0.222
C -0.8298 0.2418 -0.0949  -0.240
C 1.3482 1.1218 -0.3505  -0.191
C 0.4800 0.0198 -0.4964  -0.064
C -1.3114 -2.5996 -1.5306  -0.852
C 0.9571 -1.3221 -0.8276  -0.561
N 1.4462 -1.4308 1.7024  -0.083
N 0.7806 -1.0446 2.4892  0.435
O 0.0575 -0.5876 3.2788  -0.351
S 0.3050 -2.7002 -1.3658  0.801
H -0.7875 3.5140 0.6365  0.216
H -2.2929 1.4278 0.7872  0.213
H 1.5331 3.0673 0.0255  0.207
H -1.5985 -0.5353 -0.0401  0.221
H 2.5135 0.9242 -0.4099  0.214
H -1.8149 -3.4108 -1.8169  0.212
H -1.8665 -1.6936 -1.7190  0.223
H 1.9561 -1.2901 -0.9764  0.222

## Properties
* max |F|: 4.108 eV Å⁻¹
* 2S+1: 1
* energy relative to the best compared isomer or geometry (same formula, charge and spin): 99.4 kcal per mole
* frontier orbital gap (alpha / beta): 7.141 / 7.143 eV

Entry from the OMol25 dataset: one molecule with the formula C3H4BrCl in a non-equilibrium geometry (ωB97M-V with the def2-TZVPD basis set).

Last column: natural (NBO) charge in e.
Geometry (Å):
C -0.2024 0.2702 -0.5885  -0.548
C 1.2434 0.3779 -0.0588  -0.201
C -1.2244 -0.6991 0.1946  -0.152
Cl 2.4375 -0.7465 -0.3373  0.048
Br -1.8890 0.2565 1.6822  0.027
H -0.6481 1.2250 -0.5597  0.233
H -0.2928 0.0589 -1.7740  0.232
H 1.5359 0.8606 0.9134  0.202
H -0.9600 -1.6034 0.5281  0.158

## Properties
* max |F|: 5.564 eV Å⁻¹
* 2S+1: 1
* energy relative to the best compared isomer or geometry (same formula, charge and spin): 83.8 kcal per mole
* frontier orbital gap (alpha / beta): 7.667 / 8.693 eV

Entry from the OMol25 dataset: a 8-piece molecular cluster, C12H40N2O8 overall in a non-equilibrium geometry (ωB97M-V with the def2-TZVPD basis set).

Last column: natural (NBO) charge in e.
Geometry (Å):
C 3.8717 1.3136 -2.7159  -0.633
C 3.9587 -0.1474 -2.6799  -0.055
O 3.7587 -0.7504 -1.4079  -0.732
H 3.7917 1.7756 -3.5859  0.212
H 4.6927 1.6796 -2.1579  0.192
H 2.9927 1.6666 -2.1659  0.221
H 4.8467 -0.5984 -3.1919  0.155
H 3.1717 -0.3914 -3.3759  0.165
H 4.1767 -0.3184 -0.6519  0.476
C -0.7903 -3.3144 -3.1129  -0.626
C -1.1123 -3.7924 -1.7119  -0.052
O -0.5073 -2.8874 -0.8309  -0.742
H 0.2647 -3.4294 -3.4839  0.210
H -0.9833 -2.2804 -3.0869  0.194
H -1.4483 -3.7464 -3.8769  0.199
H -0.7183 -4.8184 -1.5389  0.163
H -2.1193 -3.8154 -1.6059  0.146
H -0.6683 -2.0204 -1.1079  0.485
C 1.5937 -1.2194 0.9151  -0.649
C 2.0367 0.0776 1.5531  -0.085
O 2.5717 -0.2144 2.8471  -0.726
H 0.7157 -1.6944 1.3081  0.224
H 2.3447 -1.9774 1.0041  0.212
H 1.3887 -1.0844 -0.1009  0.216
H 1.2007 0.7166 1.7901  0.161
H 2.5957 0.7186 0.8951  0.182
H 1.8317 -0.5894 3.2981  0.458
C 1.7167 4.9596 0.8991  -0.625
C 1.5237 3.3696 1.2001  -0.049
O 1.4977 2.7516 -0.0789  -0.757
H 2.3787 5.0176 0.1181  0.210
H 2.0157 5.5656 1.7761  0.202
H 0.8777 5.3866 0.4371  0.200
H 0.6747 3.2466 1.7491  0.166
H 2.3787 2.9316 1.7061  0.164
H 0.8897 1.9906 -0.0939  0.488
C -2.2103 -1.4984 2.9471  0.764
O -1.6803 -0.9574 1.8061  -0.752
N -2.8833 -0.8514 3.8681  -0.816
N -1.8893 -2.6314 3.4781  -0.792
H -3.4823 -1.4214 4.5151  0.392
H -3.1053 0.1506 3.7211  0.416
H -1.6753 -3.3984 2.7911  0.425
H -2.2823 -2.7934 4.3961  0.388
C -1.9703 2.5846 0.4811  -0.246
O -1.1753 1.4486 0.8401  -0.794
H -1.4583 3.5906 0.5141  0.171
H -2.8273 2.7136 1.0131  0.177
H -2.2663 2.4446 -0.5739  0.165
H -1.6153 0.8956 1.5621  0.523
C -0.2093 0.2796 -1.9819  -0.268
O -1.2033 -0.3244 -1.1839  -0.768
H 0.8847 0.2126 -1.6239  0.176
H -0.3753 1.3316 -2.0909  0.169
H -0.2993 -0.1754 -2.9769  0.185
H -1.1663 -0.0254 -0.2989  0.514
C -4.2033 -1.2504 0.1311  -0.245
O -4.1483 0.1586 -0.0639  -0.737
H -4.4793 -1.3944 1.1221  0.160
H -3.2183 -1.6894 0.0391  0.191
H -4.8583 -1.8294 -0.5399  0.153
H -3.6153 0.3506 -0.8279  0.476

## Properties
* max |F|: 7.624 eV Å⁻¹
* 2S+1: 1
* energy relative to the best compared isomer or geometry (same formula, charge and spin): 51.9 kcal per mole
* structure (SMILES): NC(N)=O.CCO.CCO.CCO.CCO.CO.CO.CO
* frontier orbital gap: 9.484 eV

Entry from the OMol25 dataset: one molecule with the formula C5H8O in a non-equilibrium geometry (ωB97M-V with the def2-TZVPD basis set).

Last column: natural (NBO) charge in e.
Geometry (Å):
O 1.6280 -0.2695 -1.5964  -0.717
C 0.3945 -0.2634 -0.8750  0.140
C 0.6545 -0.7452 0.5527  -0.483
C -0.4800 -0.2223 1.3702  -0.194
C -1.1829 0.7172 0.7478  -0.188
C -0.7094 1.0080 -0.6618  -0.466
H 2.2513 -0.8429 -1.1151  0.470
H -0.2625 -0.9356 -1.4357  0.159
H 1.5907 -0.2681 0.8855  0.208
H 0.7976 -1.8303 0.6389  0.215
H -0.6419 -0.5482 2.3898  0.209
H -1.9494 1.2961 1.2652  0.212
H -1.4605 0.7893 -1.4254  0.210
H -0.6299 2.1148 -0.7406  0.226

## Properties
* max |F|: 1.420 eV Å⁻¹
* 2S+1: 1
* energy relative to the best compared isomer or geometry (same formula, charge and spin): 40.2 kcal per mole
* structure (SMILES): OC1CC=CC1
* frontier orbital gap: 10.304 eV

Please write out number 5 again, unchanged.
Entry from the OMol25 dataset: one molecule with the formula C5H8O in a non-equilibrium geometry (ωB97M-V with the def2-TZVPD basis set).

Last column: natural (NBO) charge in e.
Geometry (Å):
O 1.6280 -0.2695 -1.5964  -0.717
C 0.3945 -0.2634 -0.8750  0.140
C 0.6545 -0.7452 0.5527  -0.483
C -0.4800 -0.2223 1.3702  -0.194
C -1.1829 0.7172 0.7478  -0.188
C -0.7094 1.0080 -0.6618  -0.466
H 2.2513 -0.8429 -1.1151  0.470
H -0.2625 -0.9356 -1.4357  0.159
H 1.5907 -0.2681 0.8855  0.208
H 0.7976 -1.8303 0.6389  0.215
H -0.6419 -0.5482 2.3898  0.209
H -1.9494 1.2961 1.2652  0.212
H -1.4605 0.7893 -1.4254  0.210
H -0.6299 2.1148 -0.7406  0.226

## Properties
* max |F|: 1.420 eV Å⁻¹
* 2S+1: 1
* energy relative to the best compared isomer or geometry (same formula, charge and spin): 40.2 kcal per mole
* structure (SMILES): OC1CC=CC1
* frontier orbital gap: 10.304 eV

Look up the energy relative to the best compared isomer or geometry (same formula, charge and spin) of the third one.
83.8 kcal per mole